Record 1
{"formula": "C20H33F3LiN4O2Sb", "method": "ωB97M-V/def2-TZVPD", "elements": ["Li", "N", "C", "C", "N", "C", "C", "N", "C", "C", "N", "H", "H", "H", "H", "H", "H", "C", "C", "C", "C", "Sb", "C", "C", "C", "C", "C", "C", "C", "C", "H", "H", "H", "H", "H", "H", "H", "H", "H", "H", "H", "H", "H", "H", "H", "H", "H", "H", "H", "H", "H", "H", "H", "H", "H", "H", "H", "F", "C", "F", "F", "C", "O", "O"], "coordinates": [[-0.14699, -0.09478, 0.13650], [-0.06850, -1.79149, 3.70684], [-0.76858, -2.89450, 3.26611], [-1.21942, -2.57069, 2.02472], [-0.81026, -1.30421, 1.69085], [-0.12318, -0.86657, 2.72065], [0.51292, 0.44072, 2.70902], [0.37171, 1.26076, 1.69940], [1.15561, 2.34870, 1.98163], [1.76668, 2.17990, 3.18612], [1.34640, 0.95041, 3.64758], [0.40605, -1.71756, 4.58678], [-0.87707, -3.78060, 3.86681], [-1.80392, -3.17132, 1.34803], [1.23439, 3.18155, 1.30150], [2.45225, 2.79509, 3.74202], [1.67455, 0.50027, 4.48067], [-4.50143, -0.10256, -1.89033], [-3.45300, 0.53557, -2.81065], [-4.13211, 1.48346, -3.78629], [-2.78790, -0.59478, -3.60077], [-1.94222, 1.37762, -1.45163], [-0.60576, 2.64481, -2.64995], [0.49611, 3.13083, -1.70123], [0.05898, 1.72043, -3.66974], [-1.26919, 3.82937, -3.33810], [-3.08556, 2.80653, -0.21889], [-3.57961, 2.00332, 0.98360], [-4.26186, 3.47165, -0.92388], [-2.14048, 3.89544, 0.27552], [-5.21319, -0.68044, -2.49159], [-5.07688, 0.64076, -1.33714], [-4.05324, -0.79196, -1.16924], [-4.86592, 0.91573, -4.37286], [-3.42490, 1.91514, -4.49431], [-4.66455, 2.29553, -3.29458], [-3.56328, -1.18642, -4.10236], [-2.21612, -1.27650, -2.96719], [-2.12266, -0.21722, -4.37613], [0.93856, 2.29952, -1.14210], [0.15149, 3.88831, -0.99745], [1.30256, 3.56893, -2.29934], [0.55335, 0.86867, -3.19533], [0.83020, 2.28531, -4.20719], [-0.64509, 1.35062, -4.41687], [-1.83036, 4.46007, -2.64424], [-1.94433, 3.51367, -4.13215], [-0.49839, 4.45878, -3.80016], [-4.24451, 1.18522, 0.69679], [-4.13728, 2.66476, 1.65894], [-2.75015, 1.57255, 1.54809], [-5.04256, 2.75833, -1.18899], [-3.96119, 4.00175, -1.82898], [-4.71412, 4.20814, -0.24704], [-1.22458, 3.49221, 0.70867], [-2.64106, 4.48065, 1.05685], [-1.87289, 4.58331, -0.53275], [4.22025, -1.88862, 0.59038], [3.01927, -1.31834, 0.58525], [3.11278, -0.18610, 1.34223], [2.19097, -2.15565, 1.25889], [2.49115, -0.96519, -0.84678], [3.25358, -1.14657, -1.77923], [1.32781, -0.47443, -0.82792]], "lumo_energy_ev": -0.11, "relative_energy_kcal_mol": 0.0, "homo_lumo_gap_ha": 0.29500, "homo_ev": -8.13}

=====

Record 2
{"formula": "C39H21IrN9O4S", "method": "ωB97M-V/def2-TZVPD", "elements": ["Ir", "C", "C", "C", "C", "C", "N", "C", "C", "C", "C", "C", "C", "C", "C", "N", "C", "N", "C", "N", "C", "N", "C", "N", "C", "N", "C", "C", "C", "C", "C", "C", "C", "C", "C", "C", "C", "C", "C", "C", "N", "H", "H", "H", "H", "H", "H", "H", "H", "H", "H", "H", "H", "H", "H", "H", "H", "O", "N", "O", "O", "C", "O", "C", "C", "C", "C", "S", "C", "C", "H", "H", "H", "H", "H"], "coordinates": [[-24.09886, 5.57981, 3.52392], [-24.06259, 3.21236, -2.51138], [-23.90230, 1.97331, -1.86167], [-23.61948, 1.91300, -0.51498], [-23.54813, 3.11513, 0.21956], [-23.37912, 3.41088, 1.63060], [-23.07257, 2.52508, 2.61138], [-23.28860, 2.76045, 3.89524], [-22.81908, 1.88437, 5.00314], [-22.02475, 0.74693, 5.04904], [-21.63031, 0.23929, 6.28304], [-22.09093, 0.82153, 7.46456], [-22.96268, 1.91981, 7.41364], [-23.32102, 2.44277, 6.17955], [-24.07201, 3.65460, 5.76868], [-24.75232, 4.41624, 6.60425], [-25.26718, 5.62677, 6.22379], [-24.96470, 6.33168, 5.15131], [-25.40950, 7.61484, 5.20804], [-25.02789, 8.65990, 4.42945], [-24.39501, 8.50045, 3.28151], [-24.21948, 7.34912, 2.60809], [-23.78337, 7.57357, 1.36915], [-23.62563, 6.71201, 0.38500], [-23.62936, 5.37160, 0.58484], [-23.48111, 4.74637, 1.77174], [-23.72410, 4.35230, -0.43449], [-23.95721, 4.39182, -1.80945], [-23.46626, 9.01931, 1.24375], [-22.78540, 9.75192, 0.28179], [-22.40638, 11.07343, 0.56589], [-22.78383, 11.63435, 1.78167], [-23.53022, 10.92751, 2.72995], [-23.81531, 9.60072, 2.46821], [-26.24046, 7.71078, 6.39044], [-27.09449, 8.69153, 6.87844], [-27.90154, 8.42788, 7.95455], [-27.81327, 7.18538, 8.61121], [-26.95156, 6.19706, 8.15644], [-26.18038, 6.45438, 7.03330], [-23.94586, 3.80039, 4.43528], [-24.31220, 3.22800, -3.56060], [-24.00872, 1.06037, -2.41700], [-23.52485, 0.96480, -0.02746], [-21.68906, 0.28006, 4.13789], [-20.90966, -0.55780, 6.33913], [-21.78549, 0.44161, 8.41983], [-23.32650, 2.38477, 8.32222], [-24.10490, 5.34027, -2.30068], [-22.42833, 9.26135, -0.60986], [-21.80257, 11.64428, -0.11987], [-22.48940, 12.66048, 2.01368], [-23.79593, 11.37383, 3.69618], [-27.15678, 9.66015, 6.37932], [-28.59402, 9.18910, 8.31386], [-28.40643, 7.01391, 9.50259], [-26.86554, 5.24390, 8.65839], [-22.39206, 7.02076, 6.11434], [-21.57307, 6.52053, 5.33582], [-22.03421, 6.06420, 4.30159], [-15.71598, 10.48509, 4.41636], [-17.05835, 10.49506, 4.66781], [-17.50428, 11.27456, 5.45138], [-17.88848, 9.50436, 3.90788], [-19.27684, 9.67262, 3.90420], [-20.08814, 8.81089, 3.20327], [-19.51971, 7.71858, 2.53632], [-20.50416, 6.66616, 1.58876], [-18.13363, 7.52422, 2.59016], [-17.32825, 8.40706, 3.27356], [-15.49487, 9.92801, 3.66710], [-19.71208, 10.47823, 4.47239], [-21.15959, 8.93126, 3.18836], [-17.73236, 6.63189, 2.12415], [-16.26579, 8.20791, 3.35219]], "lumo_energy_ev": [1.05, -0.34], "multiplicity": 5, "relative_energy_kcal_mol": 0.0, "homo_lumo_gap_ha": [0.17661, 0.12426], "homo_ev": [-3.75, -3.72], "charge": -1}